1.
Molecular formula: C3H4Cl2S
Method: DFT, ωB97M-V/def2-TZVPD

* strongest force on any atom: 3.55 eV/A
* frontier orbital gap (alpha / beta): 8.2 / 6.7 eV
* multiplicity: 3
* expectation value of S²: 2.045

Each line ends with the natural charge from an NBO analysis.
Atoms and positions in Å:
C1 0.412 -0.243 0.847  -0.345
C2 0.301 0.871 0.039  -0.111
C3 -0.473 1.061 -1.137  -0.343
S1 1.934 -0.485 -4.445  0.108
Cl1 1.714 0.138 -2.528  -0.094
Cl2 1.492 2.139 0.327  -0.039
H1 0.984 -0.203 1.701  0.206
H2 -0.110 -1.075 0.563  0.196
H3 -1.476 0.449 -1.225  0.212
H4 -0.389 1.939 -1.739  0.213

2.
Molecular formula: C17H25FN2O3S
Method: DFT, ωB97M-V/def2-TZVPD

* strongest force on any atom: 0.98 eV/A
* frontier orbital gap: 9.8 eV

Each line ends with the natural charge from an NBO analysis.
Atoms and positions in Å:
C1 -4.241 -2.170 -0.533  -0.596
H1 -4.508 -2.188 -1.586  0.208
H2 -4.905 -1.475 -0.024  0.200
H3 -4.402 -3.165 -0.124  0.206
C2 -2.785 -1.741 -0.358  -0.228
C3 -2.570 -0.384 -1.026  -0.604
H4 -1.546 -0.041 -0.906  0.205
H5 -2.784 -0.451 -2.090  0.210
H6 -3.238 0.358 -0.591  0.197
C4 -2.413 -1.701 1.133  -0.398
C5 -0.959 -2.089 1.409  -0.220
N1 -0.010 -1.170 0.827  -0.626
C6 0.803 -1.493 -0.196  0.679
O1 0.848 -2.590 -0.706  -0.627
C7 1.653 -0.305 -0.687  -0.149
N2 1.990 0.561 0.428  -0.700
S1 2.078 2.181 0.010  2.332
O2 2.597 2.391 -1.310  -0.938
O3 2.672 2.883 1.107  -0.934
C8 0.318 2.537 -0.011  -0.347
C9 -0.318 2.886 -1.187  -0.174
C10 -1.681 3.132 -1.182  -0.267
C11 -2.367 3.018 0.016  0.417
C12 -1.739 2.673 1.203  -0.282
C13 -0.377 2.432 1.180  -0.172
H7 0.165 2.181 2.079  0.239
H8 -2.313 2.606 2.113  0.239
F1 -3.691 3.246 0.030  -0.316
H9 -2.210 3.406 -2.080  0.239
H10 0.267 2.966 -2.090  0.251
C14 3.036 0.057 1.300  -0.232
C15 4.295 -0.317 0.524  -0.418
C16 3.938 -1.345 -0.547  -0.403
C17 2.877 -0.767 -1.480  -0.421
H11 2.555 -1.521 -2.198  0.240
H12 3.282 0.094 -2.015  0.225
H13 3.549 -2.250 -0.075  0.207
H14 4.825 -1.616 -1.122  0.215
H15 5.043 -0.716 1.210  0.215
H16 4.697 0.583 0.053  0.207
H17 3.240 0.850 2.021  0.240
H18 2.640 -0.819 1.825  0.202
H19 1.004 0.286 -1.347  0.240
H20 0.018 -0.223 1.176  0.410
H21 -0.791 -2.138 2.490  0.192
H22 -0.746 -3.068 0.973  0.230
H23 -2.608 -0.704 1.535  0.193
H24 -3.041 -2.406 1.681  0.210
H25 -2.144 -2.476 -0.854  0.207

3.
Molecular formula: C43H65IrN2P2SbSi2
Method: DFT, ωB97M-V/def2-TZVPD

* strongest force on any atom: 0.54 eV/A
* frontier orbital gap (alpha / beta): 6.5 / 6.4 eV
* charge: +2
* multiplicity: 2
* expectation value of S²: 0.757

Each line ends with the Löwdin spin population.
Atoms and positions in Å:
Ir1 0.272 -0.566 0.083  0.547
C1 -1.978 -3.866 -2.474  0.000
Si1 -0.387 -2.961 -2.141  0.006
C2 0.525 -2.544 -3.706  0.002
C3 0.683 -3.947 -0.978  0.001
N1 -0.782 -1.421 -1.278  0.056
P1 -1.612 -0.019 -1.768  0.010
C4 -0.546 1.080 -0.926  -0.013
P2 1.055 1.630 -1.349  0.010
N2 1.819 0.250 -0.760  0.173
Si2 3.567 -0.203 -0.617  0.017
C5 4.574 1.296 -1.065  0.003
C6 3.853 -0.712 1.141  0.005
C7 3.941 -1.622 -1.767  0.003
C8 1.449 1.992 -3.057  0.003
C9 2.113 1.062 -3.850  0.001
C10 2.320 1.320 -5.197  0.000
C11 1.853 2.503 -5.754  0.000
C12 1.181 3.432 -4.967  0.000
C13 0.980 3.183 -3.619  0.000
C14 1.572 3.073 -0.425  0.003
C15 1.061 3.240 0.859  0.002
C16 1.450 4.319 1.632  0.000
C17 2.355 5.242 1.124  0.001
C18 2.875 5.078 -0.152  0.000
C19 2.486 3.998 -0.929  0.001
C20 -2.052 0.009 -3.512  0.007
C21 -3.244 -0.631 -3.876  0.001
C22 -3.601 -0.739 -5.209  0.000
C23 -2.793 -0.185 -6.193  0.000
C24 -1.625 0.475 -5.839  0.000
C25 -1.250 0.563 -4.508  0.001
C26 -3.196 -0.034 -0.921  0.000
C27 -3.838 1.184 -0.710  0.000
C28 -5.096 1.208 -0.128  0.000
C29 -5.712 0.020 0.246  0.000
C30 -5.068 -1.194 0.048  0.000
C31 -3.809 -1.223 -0.533  0.000
H1 -1.734 -4.833 -2.923  0.000
H2 -2.537 -4.075 -1.561  0.000
H3 -2.627 -3.340 -3.176  0.000
H4 0.755 -3.478 -4.228  0.000
H5 -0.058 -1.920 -4.384  0.000
H6 1.475 -2.047 -3.499  0.000
H7 1.135 -4.776 -1.527  0.000
H8 1.505 -3.365 -0.554  0.000
H9 0.105 -4.371 -0.154  0.000
H10 4.512 2.076 -0.305  0.000
H11 5.618 0.974 -1.128  0.001
H12 4.318 1.729 -2.033  0.000
H13 3.655 0.122 1.812  0.000
H14 3.213 -1.552 1.423  0.003
H15 4.888 -1.028 1.287  0.000
H16 3.854 -1.357 -2.820  0.000
H17 4.979 -1.929 -1.608  0.000
H18 3.318 -2.497 -1.584  0.000
H19 2.457 0.132 -3.422  0.001
H20 2.845 0.601 -5.811  0.000
H21 2.015 2.706 -6.804  0.000
H22 0.818 4.353 -5.403  0.000
H23 0.462 3.913 -3.009  0.000
H24 0.342 2.526 1.237  0.003
H25 1.045 4.450 2.627  0.000
H26 2.653 6.092 1.724  0.000
H27 3.582 5.794 -0.548  0.000
H28 2.912 3.880 -1.915  0.000
H29 -3.908 -1.036 -3.125  0.000
H30 -4.521 -1.240 -5.478  0.000
H31 -3.080 -0.258 -7.233  0.000
H32 -0.999 0.922 -6.599  0.000
H33 -0.334 1.066 -4.254  0.000
H34 -3.356 2.112 -0.998  0.000
H35 -5.597 2.153 0.032  0.000
H36 -6.696 0.042 0.695  0.000
H37 -5.548 -2.118 0.342  0.000
H38 -3.306 -2.169 -0.682  0.000
C32 2.569 -0.660 4.502  0.002
C33 1.406 0.319 4.364  0.043
C34 0.757 0.455 5.741  0.009
C35 1.890 1.686 3.886  0.003
Sb1 -0.050 -0.383 2.854  0.081
C36 -1.983 0.628 3.198  -0.001
C37 -1.979 1.939 2.416  0.001
C38 -3.075 -0.286 2.650  -0.001
C39 -2.297 0.923 4.662  0.001
C40 -0.284 -2.536 3.163  0.000
C41 -0.611 -2.873 4.616  0.001
C42 1.057 -3.154 2.758  0.004
C43 -1.362 -3.110 2.242  -0.001
H39 3.313 -0.196 5.156  0.001
H40 3.061 -0.898 3.564  0.000
H41 2.261 -1.586 4.985  0.000
H42 1.558 0.676 6.453  0.003
H43 0.273 -0.462 6.079  0.001
H44 0.047 1.271 5.801  0.000
H45 2.605 2.084 4.612  0.000
H46 1.066 2.400 3.816  0.000
H47 2.390 1.642 2.917  0.001
H48 -1.829 1.787 1.344  0.000
H49 -1.226 2.637 2.788  0.000
H50 -2.952 2.420 2.556  0.000
H51 -2.871 -0.649 1.642  0.000
H52 -4.005 0.287 2.604  0.000
H53 -3.251 -1.138 3.306  0.000
H54 -1.709 1.750 5.054  0.000
H55 -2.179 0.057 5.315  0.000
H56 -3.346 1.231 4.714  0.000
H57 0.201 -2.611 5.295  0.000
H58 -0.767 -3.952 4.699  0.000
H59 -1.524 -2.385 4.963  0.000
H60 1.883 -2.842 3.392  0.000
H61 1.317 -2.917 1.721  0.002
H62 0.984 -4.244 2.823  0.000
H63 -2.368 -2.832 2.540  0.000
H64 -1.297 -4.202 2.286  0.000
H65 -1.225 -2.821 1.193  0.000

4.
Molecular formula: C33H27Cl2CsIN6O2
Method: DFT, ωB97M-V/def2-TZVPD

* strongest force on any atom: 2.09 eV/A
* frontier orbital gap: 5.9 eV
* charge: -1

Each line ends with the Mulliken charge.
Atoms and positions in Å:
Cs1 -0.171 -0.892 -1.178  1.371
C1 0.577 0.306 4.929  -0.453
C2 -0.655 0.928 4.766  -0.833
C3 -1.438 0.674 3.651  0.186
C4 -1.013 -0.221 2.657  -0.444
C5 0.234 -0.840 2.835  -0.539
C6 1.014 -0.579 3.950  -0.642
N1 -1.703 -0.414 1.469  0.301
C7 -2.982 -0.718 1.440  0.184
C8 -3.739 -1.131 2.609  -0.759
C9 -5.055 -1.452 2.554  -0.607
C10 -5.787 -1.404 1.339  -0.852
C11 -5.122 -1.053 0.204  -0.352
C12 -3.745 -0.721 0.202  0.254
N2 -3.097 -0.399 -0.977  0.906
N3 -3.819 -0.360 -2.018  -1.021
C13 -3.160 -0.063 -3.238  0.012
C14 -4.007 -0.090 -4.354  -0.449
C15 -3.485 0.182 -5.599  -0.466
C16 -2.129 0.474 -5.714  -0.595
C17 -1.370 0.472 -4.559  -0.478
N4 -1.861 0.216 -3.346  0.112
H1 1.186 0.510 5.802  0.411
H2 -1.006 1.633 5.512  0.364
H3 -2.382 1.189 3.517  0.533
H4 0.582 -1.531 2.076  0.538
H5 1.971 -1.077 4.053  0.415
H6 -3.211 -1.204 3.550  0.399
H7 -5.555 -1.770 3.464  0.365
H8 -6.837 -1.664 1.316  0.359
H9 -5.635 -1.030 -0.747  0.425
H10 -5.050 -0.328 -4.203  0.470
H11 -4.124 0.167 -6.474  0.350
H12 -1.669 0.693 -6.668  0.387
H13 -0.308 0.695 -4.600  0.422
Cl1 1.400 -5.915 -0.970  -0.261
C18 2.638 -4.693 -1.070  0.472
C19 3.964 -5.083 -0.887  -0.650
C20 4.985 -4.179 -0.958  0.651
Cl2 6.636 -4.718 -0.727  -0.311
C21 4.712 -2.815 -1.219  0.373
C22 5.712 -1.822 -1.323  -0.716
C23 5.357 -0.533 -1.590  -0.804
C24 3.991 -0.228 -1.740  -0.578
N5 3.034 -1.115 -1.637  -0.055
C25 3.364 -2.412 -1.394  -0.253
C26 2.244 -3.367 -1.336  0.036
O1 1.057 -2.987 -1.513  -1.075
H14 4.180 -6.124 -0.688  0.432
H15 6.749 -2.101 -1.197  0.373
H16 6.101 0.248 -1.690  0.420
H17 3.688 0.791 -1.962  0.716
C27 -2.293 2.789 -0.293  -0.771
C28 -1.462 3.106 -1.521  -0.133
O2 -0.116 2.675 -1.375  -0.420
H18 -3.351 3.002 -0.462  0.426
H19 -1.961 3.389 0.558  0.118
H20 -2.192 1.737 -0.023  0.165
H21 -1.491 4.183 -1.735  0.283
H22 -1.852 2.586 -2.395  0.111
H23 0.185 2.875 -0.473  0.608
I1 -0.295 4.273 2.999  0.020
C29 1.439 3.367 2.268  -0.015
C30 2.538 3.250 3.113  -0.473
C31 3.696 2.709 2.589  -0.336
C32 3.721 2.315 1.258  -0.474
C33 2.566 2.458 0.513  -0.360
N6 1.438 2.964 1.015  -0.449
H24 2.475 3.570 4.142  0.380
H25 4.573 2.591 3.213  0.400
H26 4.604 1.882 0.810  0.400
H27 2.522 2.131 -0.520  0.476

5.
Molecular formula: C51H69F4NO6S2
Method: DFT, ωB97M-V/def2-TZVPD

* strongest force on any atom: 2.65 eV/A
* frontier orbital gap: 7.9 eV

Each line ends with the Mulliken charge.
Atoms and positions in Å:
C1 1.248 2.734 -1.043  -0.984
C2 1.633 1.456 -1.225  -0.093
C3 2.081 0.518 -0.129  0.351
C4 1.247 -0.796 -0.173  -0.162
C5 1.844 -1.750 -1.226  -1.442
C6 1.389 -3.196 -0.947  -0.858
C7 2.539 -4.123 -0.524  -0.659
S1 3.534 -3.398 0.790  -0.152
C8 5.209 -3.781 0.418  0.127
S2 5.697 -4.087 -1.115  -0.267
N1 5.986 -3.748 1.564  0.132
C9 7.421 -3.526 1.325  -0.987
C10 8.168 -4.830 1.136  -0.271
O1 8.120 -5.670 2.285  -0.400
C11 7.054 -5.344 3.151  -0.744
C12 5.776 -4.921 2.451  -0.429
O2 -0.061 -0.479 -0.626  0.339
C13 -1.095 -0.508 0.347  -0.074
C14 -2.253 0.258 -0.301  -0.957
C15 -2.711 -0.360 -1.622  -0.547
C16 -2.978 0.697 -2.720  -0.094
C17 -2.272 0.359 -4.023  -1.151
O3 -0.902 0.811 -4.028  -0.139
C18 -0.748 2.006 -4.661  0.016
O4 -0.904 3.076 -4.093  -0.439
C19 -0.764 0.135 1.672  -0.912
O5 -0.404 1.500 1.560  -0.100
C20 -0.023 2.013 2.827  -0.786
O6 1.320 2.314 2.886  -0.164
C21 1.620 3.557 2.257  -0.443
C22 3.135 3.826 2.206  0.650
C23 3.951 2.728 2.900  -1.918
C24 3.593 3.954 0.736  -0.728
C25 4.729 4.992 0.535  0.595
C26 4.601 5.508 -0.913  -1.758
C27 6.136 4.369 0.694  -1.578
H1 1.628 3.524 -1.684  0.333
H2 0.503 3.036 -0.314  0.390
H3 1.602 1.003 -2.215  0.199
H4 2.021 1.023 0.833  -0.799
H5 3.123 0.327 -0.381  0.861
H6 1.258 -1.344 0.768  0.523
H7 1.464 -1.436 -2.196  0.391
H8 2.928 -1.686 -1.233  0.575
H9 0.663 -3.229 -0.135  0.267
H10 0.898 -3.626 -1.817  0.354
H11 2.088 -5.029 -0.121  0.467
H12 3.120 -4.439 -1.384  0.210
H13 7.805 -3.026 2.214  0.355
H14 7.606 -2.847 0.503  0.499
H15 7.796 -5.400 0.288  0.245
H16 9.213 -4.604 0.921  0.365
H17 6.858 -6.173 3.822  0.394
H18 7.387 -4.514 3.784  0.326
H19 5.105 -4.618 3.258  0.404
H20 5.273 -5.740 1.938  0.344
H21 -1.429 -1.542 0.489  0.165
H22 -3.051 0.390 0.429  0.647
H23 -1.856 1.250 -0.514  0.132
H24 -3.628 -0.935 -1.518  0.463
H25 -1.921 -1.002 -2.005  0.217
H26 -2.639 1.681 -2.405  0.055
H27 -4.039 0.771 -2.959  0.502
H28 -2.254 -0.721 -4.152  0.422
H29 -2.780 0.765 -4.901  0.436
H30 -0.458 1.979 -5.721  0.403
H31 -1.681 0.070 2.271  0.647
H32 -0.024 -0.450 2.225  0.446
H33 -0.654 2.889 3.008  0.288
H34 -0.242 1.295 3.614  0.323
H35 1.127 4.367 2.805  0.429
H36 1.200 3.556 1.251  -0.373
H37 3.340 4.758 2.730  0.796
H38 4.955 3.121 3.063  0.444
H39 4.069 1.849 2.273  0.271
H40 3.541 2.474 3.872  0.436
H41 2.780 4.251 0.079  0.122
H42 3.970 2.990 0.395  0.173
H43 4.554 5.836 1.200  0.525
H44 5.234 6.380 -1.073  0.431
H45 3.573 5.748 -1.175  0.409
H46 4.921 4.713 -1.586  0.389
H47 6.641 4.363 -0.267  0.463
H48 6.075 3.361 1.089  0.389
H49 6.731 4.990 1.361  0.271
F1 -6.706 3.119 0.408  -0.324
C28 -6.463 3.477 -0.869  0.337
C29 -7.522 3.582 -1.748  -0.564
C30 -7.272 3.954 -3.060  -0.354
C31 -5.972 4.206 -3.477  -0.607
C32 -4.920 4.091 -2.578  -0.428
C33 -5.164 3.728 -1.261  -0.506
H50 -8.526 3.372 -1.407  0.658
H51 -8.094 4.046 -3.758  0.422
H52 -5.778 4.491 -4.502  0.404
H53 -3.905 4.282 -2.902  0.453
H54 -4.359 3.639 -0.543  0.493
F2 -11.577 3.856 -3.125  -0.297
C34 -12.101 3.815 -1.883  0.289
C35 -11.317 4.196 -0.814  -0.346
C36 -11.857 4.157 0.463  -0.493
C37 -13.165 3.731 0.653  -0.470
C38 -13.935 3.348 -0.437  -0.334
C39 -13.404 3.392 -1.718  -0.411
H55 -10.300 4.520 -0.983  0.569
H56 -11.256 4.460 1.310  0.368
H57 -13.583 3.699 1.650  0.372
H58 -14.952 3.012 -0.290  0.355
H59 -13.990 3.105 -2.581  0.411
F3 -1.312 -0.308 6.127  -0.322
C40 -0.320 -1.219 6.206  0.322
C41 -0.544 -2.400 6.884  -0.447
C42 0.480 -3.334 6.955  -0.366
C43 1.707 -3.073 6.361  -0.539
C44 1.912 -1.876 5.687  -0.502
C45 0.890 -0.942 5.604  -0.222
H60 -1.505 -2.581 7.346  0.424
H61 0.318 -4.267 7.477  0.369
H62 2.503 -3.802 6.422  0.388
H63 2.867 -1.668 5.225  0.439
H64 1.027 -0.006 5.077  0.464
F4 1.651 -7.307 -1.931  -0.332
C46 1.692 -7.091 -3.262  0.352
C47 0.571 -7.365 -4.020  -0.495
C48 0.617 -7.136 -5.387  -0.335
C49 1.775 -6.647 -5.975  -0.462
C50 2.891 -6.382 -5.194  -0.466
C51 2.852 -6.601 -3.825  -0.267
H65 -0.319 -7.752 -3.542  0.420
H66 -0.255 -7.339 -5.994  0.364
H67 1.807 -6.473 -7.043  0.378
H68 3.796 -6.004 -5.651  0.367
H69 3.709 -6.393 -3.197  0.472

- Which formula does entry 5 have?
  C51H69F4NO6S2

- Which value of strongest force on any atom does entry 4 give?
  2.09 eV/A